1.
DFT (ωB97M-V/def2-TZVPD) results for C3H8N4O2 in the gas phase in a non-equilibrium geometry.

## Properties
HOMO energy (eV): -9.53
Frontier orbital gap (eV): 10.15
Molar mass (Da): 132.12

Geometry (Å):
N 1.8320 0.9101 -0.7253
C 0.8911 -0.0632 -0.5975
N 0.5481 -0.3390 0.9797
C -0.7558 -0.8762 0.8683
C -1.4417 -0.1092 -0.2654
N -0.3276 0.0956 -1.2030
N -0.5378 -0.4172 -2.4649
O -1.6871 -0.4608 -2.9190
O 0.3846 -0.8636 -3.1094
H 2.3565 0.8342 -1.5450
H 1.6652 1.9430 -0.4935
H 1.3535 -1.0952 -0.9838
H 0.7186 0.4743 1.5381
H -1.3082 -0.8119 1.8254
H -0.5986 -1.9608 0.4696
H -2.2126 -0.8132 -0.8751
H -1.8050 0.8441 0.1080

***

2.
DFT (ωB97M-V/def2-TZVPD) results for 2 unconnected molecules or ions with the total composition CH4OS2 in a non-equilibrium geometry.

## Properties
HOMO energy (eV): -9.13
Frontier orbital gap (eV): 9.64
Molar mass (Da): 96.18

Geometry (Å):
C 2.1342 3.3758 -2.7473
O 1.2522 3.2338 -1.9503
H 2.3095 4.3848 -3.1826
H 2.9259 2.6712 -3.0410
S -2.4775 -2.5157 2.3727
S -2.4888 -4.2984 3.2782
H -2.1497 -2.7097 1.0862
H -1.5058 -4.1418 4.1840